[1]
# C4H14NOS

2 unconnected molecules or ions with the total composition C4H14NOS in a non-equilibrium geometry (ωB97M-V with the def2-TZVPD basis set, the Open Molecules 2025 dataset).

The value obtained for the energy above the lowest of the compared OMol25 structures with the same formula, charge and spin is 62.5 kJ/mol. As for the gap between HOMO and LUMO: 9.57 eV. The LUMO energy is -3.14 eV. The calculation puts the HOMO energy at -12.7 eV.

```
! RIJCOSX wB97M-V def2-TZVPD def2/J DEFGRID3
* xyz 1 1
C -1.04157 -0.28416 0.36951
C -0.92676 -1.24878 -0.79738
C 0.52056 -1.43281 -1.32893
S 1.97261 -0.82122 -0.48008
C 1.87949 0.98977 -0.60496
N -0.47962 -1.01678 1.59140
H -0.41556 0.58205 0.26223
H -2.05542 -0.02665 0.65217
H -1.54785 -0.82985 -1.57407
H -1.34716 -2.21567 -0.53348
H 0.52351 -1.07022 -2.35670
H 0.63965 -2.49753 -1.48183
H 1.19578 1.45973 0.08298
H 1.64112 1.29433 -1.62659
H 2.90813 1.27247 -0.42231
H -0.99139 -1.87755 1.77845
H 0.50892 -1.20133 1.43624
H -0.51419 -0.45104 2.43760
H -0.15523 3.45916 0.60598
H -1.60883 3.12304 0.96254
O -0.70620 2.79302 1.02723
*
```

In the Löwdin picture, each atom carries the following charge in e: atom 1 (C): -0.15, atom 2 (C): -0.20, atom 3 (C): -0.49, atom 4 (S): 0.86, atom 5 (C): -0.36, atom 6 (N): 0.18, atom 7 (H): 0.06, atom 8 (H): 0.13, atom 9 (H): 0.12, atom 10 (H): 0.11, atom 11 (H): 0.08, atom 12 (H): 0.08, atom 13 (H): 0.00, atom 14 (H): 0.06, atom 15 (H): 0.04, atom 16 (H): 0.17, atom 17 (H): 0.08, atom 18 (H): 0.17, atom 19 (H): 0.05, atom 20 (H): 0.06, atom 21 (O): -0.05

---

[2]
# C4H14NOS2

2 unconnected molecules or ions with the total composition C4H14NOS2 in a non-equilibrium geometry (ωB97M-V with the def2-TZVPD basis set, the Open Molecules 2025 dataset).

The value obtained for the energy above the lowest of the compared OMol25 structures with the same formula, charge and spin is 214.9 kJ/mol. As for the gap between HOMO and LUMO: 8.73 eV. The LUMO energy is -3.36 eV. The calculation puts the HOMO energy at -12.1 eV.

```
! RIJCOSX wB97M-V def2-TZVPD def2/J DEFGRID3
* xyz 1 1
N 1.65253 -0.55047 1.88921
C 1.32533 -1.74955 0.97928
C 0.13990 -1.55993 0.10050
S 0.28950 0.02976 -0.83562
S -1.11680 1.32271 -0.70808
C -2.45964 1.03282 -1.92412
C -2.13595 0.03747 -2.92464
H 2.65347 -0.31625 1.77576
H 1.14041 0.30869 1.65254
H 1.34283 -0.78165 2.85131
H 1.34678 -2.69439 1.56996
H 2.25020 -1.96056 0.54525
H -0.83597 -1.76339 0.46747
H 0.25823 -2.39032 -0.61487
H -3.26674 0.74147 -1.32791
H -2.84920 1.98988 -2.33623
H -1.16484 -0.02007 -3.26377
H -2.42478 0.33261 -3.86692
H -2.48334 -1.01106 -2.68760
H 1.64627 3.71465 2.96475
H 2.81553 2.62767 2.90039
O 1.87628 2.65992 2.79333
*
```

In the Löwdin picture, each atom carries the following charge in e: atom 1 (N): 0.18, atom 2 (C): -0.22, atom 3 (C): -0.46, atom 4 (S): 0.48, atom 5 (S): 0.50, atom 6 (C): -0.55, atom 7 (C): -0.20, atom 8 (H): 0.18, atom 9 (H): 0.11, atom 10 (H): 0.18, atom 11 (H): 0.15, atom 12 (H): 0.10, atom 13 (H): 0.08, atom 14 (H): 0.10, atom 15 (H): 0.04, atom 16 (H): 0.10, atom 17 (H): 0.03, atom 18 (H): 0.06, atom 19 (H): 0.12, atom 20 (H): 0.16, atom 21 (H): 0.00, atom 22 (O): -0.13

---

[3]
# C4H14O2

3 unconnected molecules or ions with the total composition C4H14O2 in a non-equilibrium geometry (ωB97M-V with the def2-TZVPD basis set, the Open Molecules 2025 dataset).

The value obtained for the energy above the lowest of the compared OMol25 structures with the same formula, charge and spin is 116.0 kJ/mol. As for the gap between HOMO and LUMO (alpha / beta): 10.27 / 3.28 eV. The LUMO energy (alpha / beta) is -3.10 / -10.09 eV. The calculation puts the HOMO energy (alpha / beta) at -13.4 / -13.4 eV.

```
! RIJCOSX wB97M-V def2-TZVPD def2/J DEFGRID3
* xyz 1 2
C 0.27609 -4.05118 -0.77852
C 1.03241 -2.64508 -0.79770
C -0.06898 -1.65352 -0.57614
C 0.33211 -0.39718 0.13187
H 0.73940 -4.55456 0.09688
H 0.32459 -4.51318 -1.75450
H -0.73357 -4.04150 -0.34927
H 1.74222 -2.77769 -1.61017
H 1.67082 -2.66304 0.10468
H -1.00469 -1.97057 -0.06511
H -0.48016 -1.47690 -1.60014
H 0.55019 -0.29121 1.19579
H -0.40620 0.41376 0.01444
H 1.16165 0.09034 -0.40450
H 2.81699 4.97985 1.93118
H 1.78399 5.02149 2.94937
O 2.61601 5.43508 2.76081
H -3.77443 4.41067 -0.08779
H -4.67493 5.57937 -0.43817
O -3.90352 5.10505 -0.72300
*
```

In the Löwdin picture, each atom carries the following charge in e: atom 1 (C): 0.03, atom 2 (C): -0.11, atom 3 (C): -0.18, atom 4 (C): -0.05, atom 5 (H): 0.14, atom 6 (H): 0.10, atom 7 (H): 0.10, atom 8 (H): 0.15, atom 9 (H): 0.14, atom 10 (H): 0.17, atom 11 (H): 0.19, atom 12 (H): 0.11, atom 13 (H): 0.12, atom 14 (H): 0.11, atom 15 (H): 0.03, atom 16 (H): 0.01, atom 17 (O): -0.05, atom 18 (H): 0.02, atom 19 (H): 0.03, atom 20 (O): -0.04

---

[4]
# C4H14O2S

3 unconnected molecules or ions with the total composition C4H14O2S in a non-equilibrium geometry (ωB97M-V with the def2-TZVPD basis set, the Open Molecules 2025 dataset).

The value obtained for the energy above the lowest of the compared OMol25 structures with the same formula, charge and spin is 16.0 kJ/mol. As for the gap between HOMO and LUMO (alpha / beta): 2.16 / 8.70 eV. The LUMO energy (alpha / beta) is 3.01 / 3.04 eV. The calculation puts the HOMO energy (alpha / beta) at 0.9 / -5.7 eV.

```
! RIJCOSX wB97M-V def2-TZVPD def2/J DEFGRID3
* xyz -1 2
C 2.32243 0.23752 -0.67966
C 1.07200 0.05261 -1.52750
C -0.12725 -0.42233 -0.75048
S -0.91409 0.97579 0.09796
C -1.72785 0.08606 1.44312
H 2.65982 -0.67851 -0.20901
H 3.12392 0.62745 -1.30912
H 2.11333 0.96050 0.09917
H 1.26503 -0.66875 -2.33477
H 0.84930 0.96260 -2.09639
H 0.09950 -1.22073 -0.03624
H -0.89308 -0.96397 -1.33523
H -2.59762 -0.49510 1.13591
H -0.93958 -0.58907 1.78569
H -2.00202 0.72786 2.28556
H -2.24328 0.50425 -2.13618
H -3.53262 1.31935 -2.13842
O -2.95192 0.81528 -2.71285
H 1.19534 -0.06653 3.84049
H 2.02834 -1.33323 3.34152
O 1.20030 -0.83105 3.23643
*
```

In the Löwdin picture, each atom carries the following charge in e: atom 1 (C): -0.16, atom 2 (C): -0.36, atom 3 (C): -0.55, atom 4 (S): 0.64, atom 5 (C): -0.46, atom 6 (H): 0.05, atom 7 (H): 0.06, atom 8 (H): 0.04, atom 9 (H): 0.10, atom 10 (H): 0.10, atom 11 (H): 0.07, atom 12 (H): 0.07, atom 13 (H): 0.02, atom 14 (H): -0.01, atom 15 (H): 0.02, atom 16 (H): -0.04, atom 17 (H): 0.02, atom 18 (O): -0.10, atom 19 (H): -0.07, atom 20 (H): -0.06, atom 21 (O): -0.38